No. 1
11
Properties=species:S:1:pos:R:3:lowdin_charge:R:1 method="wB97M-V/def2-TZVPD" e_above_lowest_kj_mol=155.8 total_energy_ev=-30308.5361 e_homo_ev=-8.81 homo_lumo_gap_ev=8.89 total_charge=0
N 0.6733 -0.8291 2.1906 0.090
N 0.1910 -0.7394 0.9240 -0.178
O -1.0326 -0.0103 0.8541 0.019
C -0.9854 0.4883 -0.3846 -0.762
S -2.4400 1.2995 -0.9148 0.894
N 0.1021 0.3106 -1.0517 0.092
C 0.9295 -0.3841 -0.1855 -0.880
S 2.5241 -0.7485 -0.3638 0.630
H 1.5670 -0.3181 2.2801 0.092
H 0.8290 -1.8021 2.4345 0.104
H -1.9090 1.5670 -2.1097 -0.101

No. 2
68
Properties=species:S:1:pos:R:3:mulliken_spin:R:1 method="wB97M-V/def2-TZVPD" e_above_lowest_kj_mol=37.1 total_energy_ev=-121465.0448 e_homo_ev="-10.87 / -10.91" homo_lumo_gap_ev="7.25 / 6.53" total_charge=+1 spin_multiplicity=2
Ru -0.3413 -0.4064 -0.2402 0.563
C -3.2240 -1.5005 0.5743 0.005
C -3.4151 -0.0640 0.1366 -0.001
N -2.1828 0.7768 -0.1196 -0.036
C -2.5864 1.6696 -1.2671 0.005
C -1.8431 2.9813 -1.4586 0.000
C -1.8885 1.6258 1.0576 0.019
C -1.5522 0.7550 2.2273 -0.050
N -0.5095 -0.1996 1.8381 0.344
C 0.0026 -0.9528 2.8993 -0.015
C 1.3185 -1.4561 2.8721 0.053
F 2.1265 -1.1635 1.8509 0.003
C 1.8674 -2.1982 3.8960 -0.040
F 3.1309 -2.6113 3.7668 -0.002
C 1.1544 -2.4987 5.0329 0.085
C -0.1349 -2.0198 5.1001 -0.040
F -0.8875 -2.2912 6.1670 -0.003
C -0.6979 -1.2776 4.0808 0.067
F -1.9837 -0.9374 4.2466 0.004
H -4.2068 -1.9748 0.6151 0.000
H -2.7559 -1.6190 1.5488 0.003
H -2.6487 -2.0443 -0.1716 -0.007
H -4.0363 0.4827 0.8507 0.001
H -3.9696 -0.0923 -0.7985 0.002
H -3.6341 1.9291 -1.0899 0.000
H -2.5513 1.0587 -2.1666 0.001
H -2.1081 3.7131 -0.6949 0.000
H -2.1522 3.3931 -2.4212 0.000
H -0.7668 2.8889 -1.4794 0.001
H -2.7473 2.2630 1.2956 0.001
H -1.0436 2.2654 0.8132 -0.003
H -2.4512 0.2520 2.5742 0.013
H -1.2092 1.3795 3.0564 0.023
H 1.5833 -3.0820 5.8355 0.005
C 2.8619 4.0901 1.0826 0.000
C 2.4931 2.9112 1.7082 -0.001
C 1.7796 1.9435 1.0137 -0.001
C 1.4487 2.1570 -0.3158 0.014
C 1.8164 3.3417 -0.9529 0.000
C 2.5190 4.3019 -0.2473 0.000
N 0.7164 1.1428 -1.0353 0.041
N 0.8067 1.2282 -2.2755 -0.013
C 0.0759 0.2785 -2.9672 -0.028
C 0.0676 0.3317 -4.3616 0.001
C -0.6754 -0.6055 -5.0513 0.003
C -1.3813 -1.5751 -4.3405 -0.001
C -1.3540 -1.6202 -2.9502 -0.021
C -0.6211 -0.6848 -2.2228 0.017
H 3.4123 4.8464 1.6273 0.000
H 2.7599 2.7365 2.7429 0.000
H 1.4916 1.0243 1.4913 -0.002
H 1.5478 3.5038 -1.9868 0.001
H 2.7984 5.2249 -0.7389 0.000
H 0.6335 1.1026 -4.8730 0.000
H -0.7098 -0.5913 -6.1327 0.000
H -1.9602 -2.3133 -4.8851 0.000
H -1.9149 -2.3973 -2.4420 0.001
Br -0.3621 -3.4205 0.1674 0.010
C 1.2863 -2.9323 -0.5988 0.004
C 2.2005 -3.8858 -0.9923 0.001
C 3.4028 -3.4306 -1.5094 0.001
C 3.6253 -2.0655 -1.5952 -0.001
C 2.6383 -1.1957 -1.1753 -0.001
N 1.4673 -1.6223 -0.6860 -0.025
H 1.9769 -4.9377 -0.8908 0.000
H 4.1569 -4.1360 -1.8332 0.000
H 4.5551 -1.6701 -1.9796 0.000
H 2.7850 -0.1256 -1.2220 -0.001

No. 3
16
Properties=species:S:1:pos:R:3:lowdin_charge:R:1 method="wB97M-V/def2-TZVPD" e_above_lowest_kj_mol=633.0 total_energy_ev=-7831.3661 e_homo_ev=-7.94 homo_lumo_gap_ev=6.64 total_charge=0
C 2.1846 0.3555 -1.3070 0.049
C 0.7871 0.1516 -0.8506 -0.133
N -0.0185 1.2481 -0.3541 0.109
H 2.0271 -0.1282 -0.2928 0.132
H 2.6274 -0.1973 -2.0689 0.081
H 2.7878 1.1293 -0.9313 0.086
H 0.2016 -0.6507 -1.4082 0.165
H -3.2832 -0.3118 -0.9285 0.024
H 0.6169 2.1211 -0.2317 0.142
H -0.4907 0.9237 0.5605 0.087
H -0.8480 -0.8805 1.5508 -0.004
H 0.4628 -2.1323 1.6377 -0.024
O -0.0646 -1.5983 1.0678 -0.233
H -2.5355 0.5742 1.8805 -0.023
H -2.7629 -0.6515 -0.4568 0.009
O -1.6919 0.0471 2.1327 -0.466